160
Properties=species:S:1:pos:R:3 method="wB97M-V/def2-TZVPD" charge=+1 molar_mass_g_mol=1232.88 orbital_gap_ev=1.2 e_above_lowest_kcal_mol=233.6 lumo_energy_ev=-8.81
N 26.426 -34.719 -10.127
H 30.026 -29.918 -16.430
H 33.061 -31.831 -1.372
H 35.835 -28.747 -12.802
H 31.399 -33.185 -0.122
H 21.910 -31.977 -11.857
H 23.420 -36.530 -3.070
H 26.558 -36.360 -4.933
C 21.274 -43.405 -4.674
H 27.431 -38.207 -2.565
H 21.055 -38.649 -8.192
C 22.535 -29.727 -10.854
N 32.375 -33.375 -2.553
C 27.911 -36.489 -3.419
S 27.692 -35.508 -9.967
O 33.953 -30.212 -12.447
H 18.034 -37.574 -6.702
C 33.089 -32.921 -1.369
H 24.228 -43.382 -9.064
H 22.138 -32.686 -8.183
H 34.028 -31.950 -13.551
H 33.642 -30.021 -10.457
H 27.976 -42.285 -2.083
C 22.628 -42.763 -5.126
H 22.420 -32.913 -13.883
H 29.652 -30.089 -12.912
N 28.158 -37.890 -3.191
C 32.320 -33.072 2.287
C 24.759 -33.870 -13.805
H 35.351 -31.809 -12.362
H 21.337 -43.220 -3.602
H 26.259 -42.076 -1.726
H 31.361 -33.564 -5.179
H 30.755 -35.492 -18.181
O 28.852 -36.388 -18.071
O 24.175 -32.876 -12.904
C 29.488 -29.142 -14.824
H 32.725 -32.885 -5.966
C 30.244 -36.280 -17.629
C 36.984 -26.792 -13.331
O 27.814 -30.551 -13.833
H 23.674 -31.591 -14.268
H 23.994 -36.134 -4.740
H 21.638 -30.788 -13.168
H 34.634 -26.585 -15.598
H 26.856 -42.756 -3.263
H 36.247 -30.385 -10.701
C 24.121 -35.953 -3.673
C 22.163 -30.690 -9.754
H 23.809 -32.992 -8.330
H 20.913 -38.150 -6.696
N 23.288 -30.350 -11.915
O 29.902 -37.199 -15.443
H 33.966 -32.730 -3.954
O 25.397 -36.741 -8.732
C 33.272 -35.269 -6.490
H 22.473 -43.520 -7.113
H 20.441 -42.850 -5.106
H 26.843 -38.716 -4.469
H 23.521 -43.262 -4.751
C 34.301 -31.592 -12.559
H 32.632 -34.583 -0.072
H 32.610 -31.791 -4.002
H 25.084 -41.291 -10.989
O 32.931 -32.792 0.978
H 23.456 -41.855 -9.142
H 28.705 -36.025 -4.004
H 21.260 -31.287 -9.880
C 22.091 -45.641 -4.466
O 27.098 -40.619 -3.044
H 22.284 -45.450 -3.410
O 18.616 -36.892 -7.046
H 28.123 -40.890 -4.750
H 27.453 -30.449 -14.717
H 37.096 -25.709 -13.291
Hg 25.688 -31.611 -10.810
F 24.125 -35.323 -10.130
C 35.788 -29.418 -10.904
F 28.606 -34.183 -10.206
H 34.141 -33.205 -1.331
H 36.323 -26.209 -15.949
H 23.267 -31.531 -7.410
H 19.865 -36.632 -8.653
H 37.879 -27.203 -13.797
O 28.197 -36.210 -11.103
C 34.276 -29.531 -11.196
H 21.871 -46.671 -4.745
C 20.242 -38.492 -7.484
H 33.684 -36.278 -6.524
H 31.174 -35.627 -15.859
H 23.174 -28.947 -10.439
C 25.740 -41.959 -10.431
H 27.967 -36.050 -2.424
O 21.192 -44.744 -5.095
C 23.094 -32.171 -8.275
H 32.671 -32.255 2.917
H 18.622 -37.788 -8.866
C 24.099 -42.354 -7.084
H 25.295 -33.499 -14.679
N 22.729 -42.694 -6.592
C 27.923 -38.777 -4.336
H 32.454 -34.380 -2.614
C 36.569 -27.361 -11.871
H 25.420 -34.504 -13.215
H 29.139 -40.374 -3.396
H 25.767 -42.991 -10.778
H 29.808 -31.224 -14.269
C 32.887 -32.831 -3.830
O 25.354 -36.555 -3.213
H 29.443 -35.228 -16.005
H 32.337 -35.265 -7.050
H 33.763 -32.215 -11.844
S 25.563 -36.168 -10.032
H 23.472 -29.625 -12.592
C 22.386 -31.278 -12.544
H 31.234 -33.149 2.343
H 35.369 -25.203 -14.810
O 25.318 -36.901 -11.239
H 30.778 -37.219 -17.773
H 24.453 -41.375 -6.761
C 19.334 -37.424 -8.126
H 30.462 -28.664 -14.717
O 19.553 -39.687 -7.096
H 35.629 -26.910 -11.553
O 33.140 -34.823 -5.161
C 29.264 -30.357 -13.895
O 25.544 -41.876 -8.986
C 32.439 -33.510 -0.092
H 22.951 -45.423 -5.098
H 28.792 -28.356 -14.529
O 28.090 -35.831 -8.614
C 27.016 -41.988 -2.506
H 23.990 -34.547 -14.178
H 26.375 -34.968 -3.858
H 26.702 -41.592 -10.790
C 24.281 -42.373 -8.654
C 23.122 -32.161 -13.521
H 29.562 -36.895 -14.599
O 35.846 -27.118 -14.137
O 23.247 -31.512 -9.446
C 35.564 -26.214 -15.167
H 28.536 -38.603 -5.220
O 29.214 -29.473 -16.177
C 30.197 -35.999 -16.167
H 33.882 -28.519 -11.103
H 24.803 -43.000 -6.560
H 22.658 -41.780 -4.656
H 28.471 -37.222 -17.788
H 37.296 -27.100 -11.102
H 23.967 -34.919 -3.363
C 28.169 -40.243 -3.874
H 35.973 -28.802 -10.024
N 36.446 -28.801 -12.000
H 21.583 -29.284 -11.146
C 32.450 -33.537 -5.137
H 33.935 -34.608 -7.049
H 32.630 -33.978 2.808
C 26.521 -36.048 -3.889
H 20.253 -40.330 -6.962
H 21.869 -30.075 -8.904